Formula: C3H3CeLiO3
Source: the Open Molecules 2025 dataset
Level of theory: ωB97M-V/def2-TZVPD

The geometry in XYZ format:
```
11
C3H3CeLiO3 | the Open Molecules 2025 dataset | ωB97M-V/def2-TZVPD
H -2.088 0.700 -1.830
C -1.096 0.443 0.100
C -0.718 -0.984 0.224
O 0.714 -0.986 0.035
C 1.117 0.228 -0.035
O 0.050 1.097 0.031
O 2.251 0.646 -0.066
Ce 4.807 0.340 -0.027
H -1.197 -1.583 -0.566
H -0.958 -1.434 1.199
Li -2.882 1.531 0.938
```

## Properties
Total charge = +4
<S²> = 2.068
2S+1 = 3
Lowest unoccupied orbital energy (spin up / spin down) = -20.8 / -17.4 eV
Highest occupied orbital energy (spin up / spin down) = -0.8522 / -0.9654 Eh
Frontier orbital gap (spin up / spin down) = 2.353 / 8.886 eV
Calculated total energy = -22381.36997 eV